1.
The following is a DFT calculation (ωB97M-V/def2-TZVPD) of a structure of composition C33H24N2O5P2PtS2.

Properties
Energy relative to the best compared isomer or geometry (same formula, charge and spin) ... 0.104 eV
LUMO level ... 4.5 eV
Kohn-Sham gap ... 5.83 eV
HOMO level ... -1.33 eV

ORCA input file:
```
! wB97M-V def2-TZVPD RIJCOSX def2/J DEFGRID3
* xyz -2 1
Pt 2.677 0.418 -1.273
S 1.683 0.889 2.156
S 0.580 -0.371 -3.875
P 0.244 0.714 0.798
P -0.314 -0.015 -2.144
O 4.232 2.880 -3.786
O 5.144 0.367 0.325
O 1.853 -2.808 0.368
O 2.615 2.092 -2.575
O 4.473 1.008 -2.704
N 3.805 2.014 -3.049
N 3.305 -1.012 0.002
C -1.446 -2.553 2.617
C 4.480 -0.596 0.622
C -3.023 3.717 -2.775
C 5.826 -1.595 2.663
C -1.015 2.455 -3.197
C -2.649 -1.600 -2.519
C -2.923 -3.788 -1.551
C -2.739 1.523 -1.831
C -3.505 2.674 -2.003
C -2.110 3.938 1.959
C -1.698 -3.652 -0.915
C -1.571 2.658 1.880
C -1.774 3.602 -3.375
C 3.777 -3.532 2.646
C -1.015 -0.464 1.475
C 4.803 -3.585 3.594
C -1.735 4.907 1.037
C -2.812 -2.414 2.395
C -3.281 -1.298 1.720
C 2.839 -2.144 0.614
C -0.560 -1.583 2.169
C -0.815 4.592 0.046
C -2.385 -0.337 1.263
C -0.283 3.312 -0.032
C -1.435 -1.443 -1.848
C -3.397 -2.760 -2.361
C 0.722 0.294 -0.805
C 4.809 -1.566 1.740
C 3.812 -2.505 1.733
C -0.957 -2.485 -1.064
C 5.813 -2.630 3.603
C -0.669 2.325 0.870
C -1.484 1.398 -2.415
H -2.813 4.182 2.748
H -0.514 5.343 -0.675
H -1.313 -4.451 -0.291
H -3.504 -4.696 -1.429
H -4.343 -1.181 1.533
H -2.764 0.532 0.746
H -2.155 5.905 1.094
H 6.598 -0.834 2.657
H 2.973 -4.259 2.627
H 0.439 3.053 -0.800
H 0.503 -1.684 2.349
H -4.476 2.753 -1.526
H 0.010 -2.379 -0.581
H -3.004 -0.815 -3.175
H -1.846 1.915 2.618
H 6.592 -2.687 4.354
H -3.138 0.708 -1.244
H -1.067 -3.424 3.141
H -3.504 -3.172 2.744
H 4.810 -4.374 4.337
H -0.035 2.359 -3.655
H -3.615 4.617 -2.907
H -1.385 4.415 -3.979
H -4.344 -2.869 -2.880
*
```

Löwdin analysis output, partial charges in e: atom 1 (Pt): 0.986, atom 2 (S): 0.222, atom 3 (S): 0.180, atom 4 (P): 0.379, atom 5 (P): 0.352, atom 6 (O): 0.022, atom 7 (O): 0.052, atom 8 (O): 0.047, atom 9 (O): -0.199, atom 10 (O): -0.092, atom 11 (N): -0.573, atom 12 (N): -0.052, atom 13 (C): -0.093, atom 14 (C): -0.480, atom 15 (C): -0.120, atom 16 (C): -0.014, atom 17 (C): -0.118, atom 18 (C): -0.107, atom 19 (C): -0.118, atom 20 (C): -0.107, atom 21 (C): -0.096, atom 22 (C): -0.106, atom 23 (C): -0.085, atom 24 (C): -0.104, atom 25 (C): -0.099, atom 26 (C): -0.015, atom 27 (C): -0.324, atom 28 (C): -0.099, atom 29 (C): -0.118, atom 30 (C): -0.117, atom 31 (C): -0.095, atom 32 (C): -0.449, atom 33 (C): -0.113, atom 34 (C): -0.092, atom 35 (C): -0.109, atom 36 (C): -0.090, atom 37 (C): -0.338, atom 38 (C): -0.109, atom 39 (C): -0.725, atom 40 (C): -0.096, atom 41 (C): -0.093, atom 42 (C): -0.085, atom 43 (C): -0.100, atom 44 (C): -0.336, atom 45 (C): -0.325, atom 46 (H): 0.087, atom 47 (H): 0.098, atom 48 (H): 0.100, atom 49 (H): 0.084, atom 50 (H): 0.093, atom 51 (H): 0.078, atom 52 (H): 0.085, atom 53 (H): 0.112, atom 54 (H): 0.111, atom 55 (H): 0.096, atom 56 (H): 0.066, atom 57 (H): 0.093, atom 58 (H): 0.070, atom 59 (H): 0.099, atom 60 (H): 0.100, atom 61 (H): 0.088, atom 62 (H): 0.079, atom 63 (H): 0.095, atom 64 (H): 0.088, atom 65 (H): 0.088, atom 66 (H): 0.073, atom 67 (H): 0.088, atom 68 (H): 0.095, atom 69 (H): 0.086

2.
The following is a DFT calculation (ωB97M-V/def2-TZVPD) of a structure of composition C33H25BaF6N3O3S.

Properties
Energy relative to the best compared isomer or geometry (same formula, charge and spin) ... 2.314 eV
LUMO level ... 4.2 eV
Kohn-Sham gap ... 5.86 eV
HOMO level ... -1.65 eV

ORCA input file:
```
! wB97M-V def2-TZVPD RIJCOSX def2/J DEFGRID3
* xyz -2 1
Ba 0.197 -0.217 -0.850
S -3.622 2.429 1.622
F 0.274 -4.056 -1.192
F 1.416 -3.951 -3.024
F -0.408 -5.126 -2.949
F -1.470 -3.761 -4.972
F 0.372 -2.622 -5.126
F -1.513 -1.598 -4.862
O 0.011 -1.584 -2.517
O 1.538 1.707 -0.090
O -0.929 -1.551 0.541
N 1.865 -1.671 0.798
N 3.488 -0.265 -1.585
N -1.394 1.267 1.000
C -1.477 1.229 2.368
C 0.234 -2.367 2.462
C -2.532 2.126 -0.983
C -3.576 3.419 -2.732
C 1.561 -2.223 1.902
C -0.734 0.762 4.595
C -2.062 -2.838 -2.322
C 3.351 0.878 -2.121
C 3.228 -1.751 0.341
C -0.952 -2.027 1.720
C -2.379 1.867 0.442
C 2.473 2.509 -0.420
C -1.937 1.718 -3.225
C -2.822 2.698 -3.655
C -0.643 -2.671 -2.910
C -1.731 1.373 -1.874
C -0.804 -2.676 -4.470
C 4.482 4.363 -1.278
C 0.162 -3.955 -2.529
C -1.094 -3.065 4.382
C -3.428 3.129 -1.391
C 3.749 -0.402 -0.164
C 3.393 2.207 -1.480
C -2.194 -2.265 2.391
C -2.649 1.795 2.908
C 0.121 -2.878 3.760
C -2.883 1.820 4.276
C -1.919 1.286 5.115
C 2.688 3.761 0.230
C -0.502 0.738 3.233
C 4.320 3.143 -1.919
C -2.261 -2.748 3.672
C 3.663 4.644 -0.182
H -3.981 3.695 -0.645
H 3.309 0.393 0.443
H -4.256 4.198 -3.059
H -1.978 -2.791 -1.236
H 5.229 5.073 -1.612
H 4.837 -0.372 -0.028
H -1.148 -3.439 5.397
H -2.927 2.913 -4.717
H 3.248 0.866 -3.211
H -2.667 -1.994 -2.654
H 3.788 5.585 0.346
H 2.368 -2.669 2.514
H 2.041 4.008 1.064
H 3.244 -2.439 -0.511
H -1.367 1.177 -3.981
H 0.418 0.356 2.813
H 4.951 2.895 -2.769
H 0.012 0.358 5.268
H -3.797 2.248 4.670
H 3.894 -2.153 1.126
H -3.092 -2.005 1.842
H -2.081 1.286 6.187
H 1.034 -3.124 4.298
H -2.524 -3.776 -2.630
H -3.227 -2.886 4.149
*
```

Löwdin analysis output, partial charges in e: atom 1 (Ba): 2.062, atom 2 (S): 1.042, atom 3 (F): 0.139, atom 4 (F): 0.133, atom 5 (F): 0.101, atom 6 (F): 0.098, atom 7 (F): 0.132, atom 8 (F): 0.127, atom 9 (O): -0.518, atom 10 (O): -0.340, atom 11 (O): -0.404, atom 12 (N): -0.058, atom 13 (N): 0.038, atom 14 (N): 0.038, atom 15 (C): -0.294, atom 16 (C): -0.165, atom 17 (C): -0.299, atom 18 (C): -0.140, atom 19 (C): -0.133, atom 20 (C): -0.092, atom 21 (C): 0.015, atom 22 (C): -0.150, atom 23 (C): -0.231, atom 24 (C): -0.398, atom 25 (C): -0.484, atom 26 (C): -0.433, atom 27 (C): -0.160, atom 28 (C): -0.134, atom 29 (C): -0.526, atom 30 (C): -0.198, atom 31 (C): -0.528, atom 32 (C): -0.158, atom 33 (C): -0.529, atom 34 (C): -0.145, atom 35 (C): -0.108, atom 36 (C): -0.229, atom 37 (C): -0.161, atom 38 (C): -0.022, atom 39 (C): -0.488, atom 40 (C): -0.089, atom 41 (C): -0.119, atom 42 (C): -0.118, atom 43 (C): -0.031, atom 44 (C): -0.003, atom 45 (C): -0.087, atom 46 (C): -0.120, atom 47 (C): -0.143, atom 48 (H): 0.061, atom 49 (H): 0.099, atom 50 (H): 0.078, atom 51 (H): 0.071, atom 52 (H): 0.070, atom 53 (H): 0.117, atom 54 (H): 0.075, atom 55 (H): 0.080, atom 56 (H): 0.116, atom 57 (H): 0.094, atom 58 (H): 0.082, atom 59 (H): 0.113, atom 60 (H): 0.100, atom 61 (H): 0.115, atom 62 (H): 0.072, atom 63 (H): 0.116, atom 64 (H): 0.098, atom 65 (H): 0.096, atom 66 (H): 0.092, atom 67 (H): 0.100, atom 68 (H): 0.110, atom 69 (H): 0.086, atom 70 (H): 0.096, atom 71 (H): 0.083, atom 72 (H): 0.088

3.
The following is a DFT calculation (ωB97M-V/def2-TZVPD) of a structure of composition C33H25ClCoFNO8P.

Properties
Energy relative to the best compared isomer or geometry (same formula, charge and spin) ... 0.109 eV
LUMO level (spin up / spin down) ... -0.4 / -0.3 eV
Kohn-Sham gap (spin up / spin down) ... 7.65 / 7.74 eV
HOMO level (spin up / spin down) ... -8.07 / -8.07 eV

ORCA input file:
```
! wB97M-V def2-TZVPD RIJCOSX def2/J DEFGRID3
* xyz 0 1
Co -0.691 0.052 -0.017
Cl -0.290 -2.381 -1.938
P -2.773 0.675 0.004
F 4.622 -2.214 4.494
O 1.222 -0.399 -0.083
O 1.535 2.564 -1.973
O 0.590 1.346 2.023
O -1.264 -1.539 -1.063
O 0.569 -3.104 -1.010
O 0.655 -1.516 1.677
O -0.211 1.517 -1.060
O 0.490 -1.411 -2.697
N 3.971 -0.728 -0.802
C 1.073 1.658 -1.319
C 6.598 -1.483 0.147
C -4.938 0.313 -3.426
C 1.577 -1.065 1.057
C -2.236 4.487 2.448
C -3.877 -0.417 0.924
C 5.027 -1.119 -1.743
C -6.015 -0.895 1.920
C 5.367 -1.481 1.026
C -5.204 -0.063 1.169
C 3.191 0.354 -1.174
C -1.484 2.394 1.568
C -3.371 -1.610 1.433
C -4.189 -2.441 2.188
C 3.000 -1.209 1.421
C -3.437 4.343 1.755
C -1.255 3.514 2.358
C 4.890 -2.596 -2.090
C 5.522 -1.849 2.354
C 4.094 -1.131 0.539
C -0.431 1.333 1.392
C 6.385 -0.744 -1.163
C -3.668 3.221 0.975
C -2.687 2.240 0.893
C -3.085 2.083 -2.343
C -3.516 0.979 -1.606
C 4.439 -1.874 3.204
C 1.945 0.570 -0.787
C -3.596 2.302 -3.611
C 3.181 -1.573 2.755
C -5.505 -2.083 2.432
C -4.433 0.088 -2.154
C -4.524 1.421 -4.151
H 6.503 -2.105 2.734
H -4.745 -0.785 -1.594
H 3.618 1.075 -1.862
H 2.326 -1.630 3.413
H -4.917 1.593 -5.144
H 6.876 -2.521 -0.055
H -5.604 0.861 0.769
H 4.962 -3.225 -1.202
H 3.918 -2.781 -2.547
H -4.596 3.121 0.425
H -5.651 -0.381 -3.852
H 6.402 0.336 -0.994
H -0.308 3.612 2.872
H -7.044 -0.620 2.109
H -2.348 -1.904 1.230
H -3.793 -3.367 2.582
H 7.181 -0.977 -1.871
H -3.258 3.155 -4.184
H -6.141 -2.732 3.020
H -2.334 2.748 -1.936
H 4.848 -0.541 -2.649
H -4.192 5.115 1.821
H -2.067 5.370 3.049
H 5.673 -2.897 -2.788
H 7.428 -1.047 0.704
*
```

Löwdin analysis output, partial charges in e: atom 1 (Co): 0.443, atom 2 (Cl): 0.931, atom 3 (P): 1.123, atom 4 (F): 0.066, atom 5 (O): -0.039, atom 6 (O): 0.101, atom 7 (O): 0.102, atom 8 (O): -0.546, atom 9 (O): -0.442, atom 10 (O): 0.143, atom 11 (O): -0.076, atom 12 (O): -0.435, atom 13 (N): -0.003, atom 14 (C): -0.522, atom 15 (C): -0.137, atom 16 (C): -0.074, atom 17 (C): -0.392, atom 18 (C): -0.053, atom 19 (C): -0.322, atom 20 (C): -0.325, atom 21 (C): -0.073, atom 22 (C): -0.126, atom 23 (C): -0.084, atom 24 (C): 0.038, atom 25 (C): -0.178, atom 26 (C): -0.067, atom 27 (C): -0.062, atom 28 (C): -0.015, atom 29 (C): -0.061, atom 30 (C): 0.001, atom 31 (C): -0.020, atom 32 (C): 0.054, atom 33 (C): -0.068, atom 34 (C): -0.278, atom 35 (C): -0.136, atom 36 (C): -0.061, atom 37 (C): -0.270, atom 38 (C): -0.070, atom 39 (C): -0.313, atom 40 (C): -0.258, atom 41 (C): -0.114, atom 42 (C): -0.064, atom 43 (C): 0.077, atom 44 (C): -0.074, atom 45 (C): -0.074, atom 46 (C): -0.075, atom 47 (H): 0.135, atom 48 (H): 0.109, atom 49 (H): 0.153, atom 50 (H): 0.141, atom 51 (H): 0.105, atom 52 (H): 0.123, atom 53 (H): 0.106, atom 54 (H): 0.083, atom 55 (H): 0.088, atom 56 (H): 0.109, atom 57 (H): 0.106, atom 58 (H): 0.124, atom 59 (H): 0.124, atom 60 (H): 0.106, atom 61 (H): 0.094, atom 62 (H): 0.110, atom 63 (H): 0.120, atom 64 (H): 0.109, atom 65 (H): 0.106, atom 66 (H): 0.110, atom 67 (H): 0.144, atom 68 (H): 0.108, atom 69 (H): 0.108, atom 70 (H): 0.087, atom 71 (H): 0.121

4.
The following is a DFT calculation (ωB97M-V/def2-TZVPD) of a structure of composition C33H26AlN6OS.

Properties
LUMO level ... -9.2 eV
Kohn-Sham gap ... 7.39 eV
HOMO level ... -16.63 eV

ORCA input file:
```
! wB97M-V def2-TZVPD RIJCOSX def2/J DEFGRID3
* xyz 3 1
S 0.657 2.173 -0.698
Al -1.242 -0.076 0.811
O -0.233 1.220 0.131
N -0.262 -0.063 2.557
N -3.176 0.229 0.553
N -1.909 -1.634 1.769
N -1.179 -1.126 -0.886
N -1.134 -2.241 2.742
N 1.134 0.730 4.229
C -5.158 1.212 -0.325
C -3.110 -1.960 1.538
C 4.635 2.677 1.352
C -5.852 0.039 -0.102
C -5.188 -1.054 0.462
C -1.714 -0.132 -4.183
C 0.626 -2.847 4.935
C -1.240 -1.240 -3.469
C 4.013 3.741 0.714
C 1.963 -0.654 6.047
C 4.019 1.426 1.411
C 1.767 0.056 -2.096
C 1.234 -0.524 4.878
C 1.348 -2.989 6.100
C 2.231 -0.483 -3.279
C -0.291 -1.344 3.165
C 2.767 3.563 0.124
C -0.806 -2.394 -4.121
C 2.010 -1.892 6.656
C -3.864 -0.928 0.780
C -1.213 -1.144 -2.036
C 2.171 2.309 0.192
C -1.280 -1.324 -6.219
C 1.451 1.456 -4.501
C 0.976 2.013 -3.319
C -1.734 -0.181 -5.563
C 0.556 -1.596 4.316
C 0.440 0.900 3.135
C -3.817 1.268 0.010
C -0.831 -2.427 -5.502
C 1.144 1.304 -2.137
C 2.780 1.229 0.827
C 2.078 0.220 -4.478
H 5.612 2.817 1.799
H -3.587 -2.830 1.983
H 2.461 -0.204 -5.399
H -1.277 -1.352 -7.302
H 2.736 -1.442 -3.270
H 0.497 2.988 -3.323
H 2.560 -2.007 7.581
H 0.101 -3.684 4.495
H -0.465 -3.250 -3.550
H 1.609 1.525 4.634
H 4.523 0.595 1.892
H -2.109 0.660 -6.131
H 0.446 1.885 2.690
H -3.238 2.172 -0.140
H 2.476 0.198 6.480
H -2.064 0.748 -3.654
H -5.644 2.084 -0.742
H -5.706 -1.982 0.666
H 2.312 0.251 0.850
H -6.906 -0.030 -0.344
H 1.389 -3.949 6.596
H 1.343 1.998 -5.432
H -0.509 -3.321 -6.021
H 2.278 4.389 -0.385
H 4.494 4.710 0.671
H 1.901 -0.482 -1.164
*
```

Löwdin analysis output, partial charges in e: atom 1 (S): 1.186, atom 2 (Al): 0.155, atom 3 (O): -0.401, atom 4 (N): 0.112, atom 5 (N): 0.074, atom 6 (N): -0.034, atom 7 (N): 0.278, atom 8 (N): 0.162, atom 9 (N): 0.180, atom 10 (C): 0.012, atom 11 (C): 0.052, atom 12 (C): -0.023, atom 13 (C): 0.033, atom 14 (C): 0.048, atom 15 (C): -0.026, atom 16 (C): 0.022, atom 17 (C): -0.210, atom 18 (C): -0.027, atom 19 (C): 0.018, atom 20 (C): -0.041, atom 21 (C): -0.076, atom 22 (C): -0.150, atom 23 (C): -0.011, atom 24 (C): -0.036, atom 25 (C): -0.205, atom 26 (C): -0.055, atom 27 (C): -0.006, atom 28 (C): -0.006, atom 29 (C): -0.192, atom 30 (C): 0.006, atom 31 (C): -0.393, atom 32 (C): -0.014, atom 33 (C): -0.038, atom 34 (C): -0.070, atom 35 (C): -0.037, atom 36 (C): -0.087, atom 37 (C): -0.084, atom 38 (C): -0.036, atom 39 (C): -0.029, atom 40 (C): -0.399, atom 41 (C): -0.094, atom 42 (C): -0.022, atom 43 (H): 0.128, atom 44 (H): 0.167, atom 45 (H): 0.129, atom 46 (H): 0.130, atom 47 (H): 0.127, atom 48 (H): 0.123, atom 49 (H): 0.133, atom 50 (H): 0.129, atom 51 (H): 0.134, atom 52 (H): 0.185, atom 53 (H): 0.123, atom 54 (H): 0.126, atom 55 (H): 0.156, atom 56 (H): 0.138, atom 57 (H): 0.134, atom 58 (H): 0.123, atom 59 (H): 0.136, atom 60 (H): 0.144, atom 61 (H): 0.104, atom 62 (H): 0.142, atom 63 (H): 0.130, atom 64 (H): 0.129, atom 65 (H): 0.128, atom 66 (H): 0.125, atom 67 (H): 0.130, atom 68 (H): 0.110